{"formula": "C16H31NO2", "method": "the ωB97M-V functional and the def2-TZVPD basis", "relative_energy_kj_mol": 70.6, "lumo_energy_ev": 0.90, "smiles": "CC(C)CCC[C@@H](C)CCOC(=O)CN1CCCC1", "homo_lumo_gap_ev": 9.2, "species": ["C", "C", "C", "C", "C", "C", "C", "C", "C", "C", "O", "C", "O", "C", "N", "C", "C", "C", "C", "H", "H", "H", "H", "H", "H", "H", "H", "H", "H", "H", "H", "H", "H", "H", "H", "H", "H", "H", "H", "H", "H", "H", "H", "H", "H", "H", "H", "H", "H", "H"], "xyz": [[-5.36325, -2.14221, -1.04721], [-5.53810, -1.38477, 0.26743], [-6.51762, -0.22677, 0.08739], [-4.19466, -0.92130, 0.84919], [-3.41594, 0.06845, -0.01575], [-2.09890, 0.45832, 0.65363], [-1.21660, 1.37468, -0.20510], [-1.82581, 2.76937, -0.33002], [0.18835, 1.43803, 0.40570], [1.20092, 2.15958, -0.48035], [2.51097, 2.10743, 0.09027], [3.24111, 1.01272, -0.14877], [2.86932, 0.08815, -0.82282], [4.60158, 1.13440, 0.53962], [5.44935, -0.02329, 0.47868], [5.88282, -0.43815, -0.85793], [5.56402, -1.93001, -0.96011], [5.61143, -2.37218, 0.49917], [4.95080, -1.19064, 1.19892], [-4.63774, -2.94465, -0.93448], [-5.02418, -1.47633, -1.83668], [-6.31013, -2.57817, -1.35827], [-5.97145, -2.07874, 0.99852], [-6.61132, 0.34429, 1.00847], [-7.50120, -0.60569, -0.18170], [-6.18748, 0.44160, -0.70390], [-4.38105, -0.46127, 1.82331], [-3.57158, -1.80311, 1.02020], [-4.02276, 0.95818, -0.18012], [-3.19789, -0.38034, -0.98584], [-1.54307, -0.45671, 0.87226], [-2.30659, 0.95143, 1.60621], [-1.13449, 0.93514, -1.20549], [-2.83277, 2.71292, -0.73352], [-1.87286, 3.25002, 0.64485], [-1.23724, 3.39404, -0.99643], [0.55364, 0.42016, 0.56057], [0.14806, 1.93380, 1.37816], [0.97808, 3.22350, -0.56848], [1.22684, 1.69681, -1.47283], [4.42055, 1.38721, 1.58873], [5.12297, 1.98256, 0.08418], [6.96409, -0.26538, -0.93217], [5.38784, 0.13511, -1.64446], [4.55536, -2.06137, -1.35229], [6.26701, -2.46613, -1.59474], [6.64605, -2.47123, 0.82913], [5.08773, -3.30858, 0.68070], [5.22797, -1.11036, 2.25433], [3.85785, -1.28052, 1.12983]], "forces_ev_per_angstrom": [[-0.065, 0.042, 0.283], [0.056, 0.031, 0.013], [0.109, -0.249, 0.110], [-0.183, 0.031, -0.225], [0.078, -0.121, 0.404], [-0.035, 0.041, -0.485], [0.106, 0.030, 0.403], [0.067, -0.264, -0.167], [0.157, 0.037, -0.331], [-0.421, -0.168, -0.120], [0.155, 0.226, 0.209], [0.197, -0.035, 0.059], [-0.004, -0.101, -0.038], [0.219, -0.141, 0.045], [-0.386, 0.031, -0.065], [0.351, 0.020, -0.249], [0.041, 0.107, 0.010], [-0.116, 0.103, 0.017], [-0.004, -0.078, 0.322], [0.091, -0.120, -0.058], [0.052, 0.053, -0.138], [-0.075, -0.057, -0.095], [0.020, 0.038, -0.046], [-0.055, 0.125, 0.085], [-0.123, 0.023, -0.046], [0.009, 0.123, -0.094], [0.036, -0.017, 0.086], [0.050, -0.026, 0.076], [-0.042, 0.054, -0.117], [-0.011, 0.038, -0.120], [0.033, -0.033, 0.082], [0.030, 0.011, 0.123], [0.000, -0.046, -0.012], [-0.118, 0.086, -0.049], [-0.008, 0.089, 0.144], [0.011, 0.153, -0.064], [0.005, 0.010, 0.041], [-0.014, 0.001, 0.082], [0.030, -0.103, -0.035], [-0.025, 0.130, 0.102], [-0.024, 0.126, -0.099], [-0.138, 0.054, 0.104], [-0.073, -0.029, -0.178], [0.011, 0.007, 0.006], [-0.004, -0.013, -0.026], [0.001, -0.019, -0.055], [0.040, -0.051, 0.049], [0.029, -0.044, 0.045], [-0.085, -0.087, -0.002], [0.020, -0.014, 0.014]]}


{"formula": "C38H39F6IN7O4PPbS2Si", "method": "the ωB97M-V functional and the def2-TZVPD basis", "s_squared": 0.76, "relative_energy_kj_mol": 13.7, "charge": 1, "lumo_energy_ev": [-4.05, -5.23], "homo_lumo_gap_ev": [6.4, 5.2], "spin_multiplicity": 2, "species": ["Pb", "N", "C", "S", "N", "N", "C", "C", "C", "C", "C", "C", "C", "C", "C", "C", "C", "C", "N", "H", "H", "H", "H", "H", "H", "H", "H", "H", "H", "H", "F", "P", "F", "F", "F", "F", "F", "I", "C", "C", "N", "N", "C", "H", "H", "H", "N", "C", "C", "C", "C", "C", "C", "S", "O", "O", "O", "H", "H", "H", "H", "H", "H", "C", "C", "C", "C", "Si", "O", "C", "C", "C", "C", "C", "C", "C", "C", "C", "C", "C", "C", "H", "H", "H", "H", "H", "H", "H", "H", "H", "H", "H", "H", "H", "H", "H", "H", "H", "H", "H"], "xyz": [[0.33937, -0.14164, -0.65653], [0.01436, -4.85648, -0.17408], [-0.13375, -3.51755, -0.13456], [1.34245, -2.58442, -0.02563], [-1.36307, -3.07821, -0.12429], [-1.50397, -1.73331, 0.00896], [-2.66087, -1.31327, 0.38383], [-3.81551, -2.21045, 0.64253], [-4.39682, -2.24396, 1.90683], [-5.47634, -3.07883, 2.15459], [-5.98731, -3.87139, 1.13639], [-5.41111, -3.83840, -0.12647], [-4.32350, -3.01582, -0.37148], [-2.83118, 0.14988, 0.58866], [-4.09510, 0.71004, 0.76654], [-4.20481, 2.08179, 0.95256], [-3.06240, 2.86192, 0.93173], [-1.84429, 2.23178, 0.72713], [-1.72849, 0.91448, 0.58027], [0.92442, -5.25006, -0.32471], [-0.80260, -5.42872, -0.32548], [-3.99901, -1.62304, 2.70167], [-5.91748, -3.11013, 3.14219], [-6.83160, -4.52034, 1.32835], [-5.79540, -4.46542, -0.92012], [-3.85343, -3.01261, -1.34591], [-4.97087, 0.07765, 0.75978], [-5.17795, 2.53137, 1.10262], [-3.10043, 3.93362, 1.06606], [-0.92722, 2.80788, 0.68498], [1.94398, 2.53749, -0.57079], [2.41552, 3.28817, -2.45266], [1.62595, 1.97659, -2.91088], [3.11287, 4.41489, -1.60247], [2.73623, 3.82501, -3.86545], [3.69701, 2.37818, -2.26782], [1.02601, 4.00298, -2.24907], [-2.51335, 4.10540, -5.75372], [-2.48994, 2.76896, -4.19100], [-3.49274, 2.51548, -3.28735], [-3.01291, 1.58102, -2.44372], [-1.76095, 1.20240, -2.74053], [-1.43576, 1.92390, -3.80385], [-4.48365, 2.92529, -3.18873], [-3.49607, 1.14512, -1.67505], [-0.45751, 1.85225, -4.25129], [0.85247, -1.07487, -3.45721], [0.03668, -2.20003, -3.55474], [-1.34443, -2.04391, -3.71757], [-2.17433, -3.14080, -3.63879], [-1.62699, -4.39585, -3.38992], [-0.25188, -4.57015, -3.29326], [0.57993, -3.47357, -3.38036], [-2.67866, -5.76304, -3.12583], [-3.95855, -5.26351, -2.61005], [-1.96532, -6.73361, -2.36308], [-3.19205, -6.24334, -4.44889], [1.83324, -1.23243, -3.63955], [0.51172, -0.24842, -3.92830], [-1.75714, -1.05392, -3.86575], [-3.24549, -3.02815, -3.74075], [0.15277, -5.55758, -3.11929], [1.65033, -3.59153, -3.26866], [4.16304, -1.60684, 1.99500], [3.30978, -1.05890, 3.03376], [3.76404, 0.09325, 3.80254], [2.02955, -1.68214, 3.31645], [2.37628, 2.01025, 0.96996], [1.99034, 0.47395, 1.06147], [4.19030, 2.35982, 1.13782], [5.14588, 1.65001, 0.40267], [6.50077, 1.82311, 0.63964], [6.92570, 2.71184, 1.62118], [5.99392, 3.43415, 2.35186], [4.63716, 3.25940, 2.10857], [1.32022, 3.13236, 2.00415], [0.62911, 2.60640, 3.09808], [-0.20702, 3.40465, 3.86708], [-0.36403, 4.74599, 3.54643], [0.31589, 5.28694, 2.46177], [1.15409, 4.48639, 1.69873], [3.98478, -2.65731, 1.78100], [5.21264, -1.34765, 2.11572], [3.77597, -1.02614, 1.13203], [4.20008, -0.36983, 4.70581], [2.94143, 0.72188, 4.14018], [4.54988, 0.66163, 3.30981], [2.14174, -2.76162, 3.44240], [1.47888, -1.57698, 2.36508], [1.48487, -1.22331, 4.13605], [4.83044, 0.96223, -0.37542], [7.22841, 1.27442, 0.05513], [7.98345, 2.84980, 1.80444], [6.32261, 4.13832, 3.10511], [3.91813, 3.83293, 2.68386], [0.71824, 1.54902, 3.32763], [-0.74040, 2.98164, 4.70892], [-1.01456, 5.37307, 4.14263], [0.19393, 6.33331, 2.21303], [1.67137, 4.91917, 0.84941]], "forces_ev_per_angstrom": [[0.149, -0.051, -0.049], [-0.015, 0.012, -0.002], [0.073, -0.017, 0.083], [0.028, -0.023, -0.041], [-0.052, -0.088, -0.018], [0.011, 0.069, 0.096], [-0.035, -0.004, 0.013], [-0.012, 0.022, 0.008], [0.002, -0.006, -0.005], [-0.006, -0.005, 0.004], [0.007, 0.008, 0.013], [-0.012, -0.010, -0.021], [-0.014, 0.007, 0.014], [-0.002, 0.038, 0.003], [0.024, 0.004, -0.018], [-0.011, -0.013, -0.016], [0.006, 0.007, -0.013], [-0.023, -0.033, 0.004], [0.021, 0.003, 0.028], [0.008, 0.003, 0.009], [-0.005, -0.023, -0.020], [-0.003, -0.002, -0.004], [0.001, -0.001, -0.004], [0.002, 0.003, 0.001], [0.012, 0.015, 0.016], [-0.015, 0.009, 0.024], [-0.001, -0.003, 0.004], [0.004, -0.003, 0.000], [0.003, -0.003, 0.000], [-0.001, -0.005, 0.009], [-0.169, -0.119, 0.096], [0.176, 0.113, -0.386], [-0.036, -0.047, 0.002], [-0.024, -0.011, 0.000], [0.013, 0.035, -0.041], [-0.017, 0.033, 0.028], [-0.006, -0.011, 0.028], [-0.001, -0.006, 0.007], [-0.007, -0.004, 0.003], [-0.014, 0.017, 0.005], [-0.041, -0.068, -0.044], [0.056, 0.029, 0.018], [0.020, 0.080, 0.026], [0.006, -0.008, -0.005], [0.007, 0.018, 0.029], [-0.002, -0.009, 0.022], [0.063, 0.081, -0.127], [-0.040, 0.014, 0.081], [0.033, 0.014, -0.005], [0.028, -0.074, 0.043], [-0.060, -0.067, 0.006], [-0.056, 0.011, 0.008], [-0.025, 0.024, -0.028], [0.063, 0.248, -0.197], [-0.009, -0.051, 0.017], [0.001, -0.064, 0.067], [0.005, -0.080, 0.034], [-0.021, -0.009, -0.007], [-0.003, -0.043, -0.003], [0.021, -0.032, -0.006], [-0.005, 0.005, 0.000], [0.005, 0.008, -0.008], [-0.004, 0.003, -0.007], [-0.074, 0.037, -0.023], [-0.001, -0.074, 0.006], [-0.002, 0.056, -0.037], [0.058, 0.040, 0.042], [0.206, 0.100, 0.259], [-0.167, -0.022, -0.143], [-0.065, -0.010, 0.094], [0.004, -0.069, 0.008], [0.000, 0.010, 0.002], [-0.021, 0.004, -0.014], [0.010, 0.009, -0.011], [0.027, 0.019, 0.008], [0.045, -0.083, 0.082], [-0.052, 0.039, 0.003], [0.005, -0.020, 0.002], [0.010, 0.007, -0.006], [-0.003, -0.003, 0.000], [-0.019, -0.002, 0.004], [-0.002, 0.007, -0.006], [0.002, 0.005, -0.008], [0.043, 0.007, -0.017], [-0.008, 0.007, -0.004], [0.001, 0.007, 0.008], [-0.001, 0.023, -0.021], [-0.006, 0.012, -0.014], [-0.097, -0.036, -0.014], [-0.001, 0.000, 0.002], [-0.002, 0.005, 0.030], [-0.006, 0.005, 0.000], [-0.004, -0.004, 0.003], [0.001, -0.001, 0.000], [0.009, -0.017, 0.005], [-0.002, 0.000, -0.007], [-0.002, 0.008, 0.003], [-0.001, -0.006, 0.000], [-0.002, -0.004, 0.000], [0.015, 0.001, -0.012]]}


Which formula does entry 1 have?
C16H31NO2